No. 1
{
  "formula": "C3H8N2O",
  "method": "the ωB97M-V functional and the def2-TZVPD basis",
  "gap_ev": 9.6736,
  "relative_energy_kj_mol": 442.6,
  "smiles": "[H]/N=C(\\N)CCO",
  "energy_ha": -303.72355,
  "symbols": ["H", "N", "C", "N", "C", "C", "O", "H", "H", "H", "H", "H", "H", "H"],
  "xyz": [[-1.24302, 2.03611, 0.06087], [-0.34754, 1.46963, -0.14782], [-0.69239, 0.29665, -0.12425], [-2.03836, -0.11716, 0.40468], [0.29559, -0.94503, 0.05743], [1.62523, -0.38648, -0.25660], [1.93504, 0.76549, 0.57421], [-2.19218, -0.98541, 0.21200], [-2.82307, 0.36334, -0.38939], [0.27214, -1.12251, 1.26686], [0.01440, -1.85287, -0.47515], [2.36037, -1.02151, -0.01248], [1.72801, 0.22608, -1.16055], [1.10579, 1.27365, -0.00981]],
  "mulliken_charge": [0.29, -0.45, 0.37, -0.67, -0.46, -0.92, -0.63, 0.26, 0.30, 0.28, 0.39, 0.38, 0.44, 0.42]
}


No. 2
{
  "formula": "C5H15N3O",
  "method": "the ωB97M-V functional and the def2-TZVPD basis",
  "gap_ev": 7.1389,
  "relative_energy_kj_mol": 433.4,
  "energy_ha": -438.86988,
  "symbols": ["C", "C", "C", "N", "H", "H", "H", "H", "H", "H", "H", "H", "H", "C", "C", "N", "O", "N", "H", "H", "H", "H", "H", "H"],
  "xyz": [[-0.70298, -1.29004, 0.74196], [-1.50095, 1.45097, 0.53592], [-1.92442, -1.94260, 0.15314], [-0.86977, 0.43034, -0.29095], [-1.34935, 0.31346, -1.17980], [-0.79390, -0.92177, 1.75437], [0.18563, -1.88931, 0.60767], [-2.53602, 1.17406, 0.74606], [-1.52250, 2.42781, 0.04110], [-0.92993, 1.52715, 1.45940], [-2.82976, -1.34776, 0.28289], [-1.78866, -2.14778, -0.90954], [-2.07152, -2.90627, 0.65667], [2.60934, -0.34048, 0.54568], [0.69351, 0.54651, -0.55611], [1.07851, 1.86711, -1.00923], [0.79821, -0.34343, -1.69274], [1.27088, 0.17536, 0.63044], [1.57780, -0.06940, -2.18919], [1.19644, 2.50237, -0.23290], [0.42645, 2.23738, -1.69207], [3.30649, 0.36498, 0.06411], [2.99244, -0.52882, 1.55128], [2.68406, -1.28983, -0.01816]],
  "mulliken_charge": [-0.16, -1.05, -1.11, -0.29, 0.37, 0.33, 0.35, 0.31, 0.32, 0.41, 0.28, 0.28, 0.40, -1.04, 0.69, -0.66, -0.65, -0.59, 0.41, 0.28, 0.22, 0.34, 0.30, 0.27]
}


No. 3
{
  "formula": "C20H17N6PtS",
  "method": "the ωB97M-V functional and the def2-TZVPD basis",
  "gap_ev": [4.4787, 4.4711],
  "charge": 1,
  "energy_ha": -1617.93104,
  "symbols": ["Pt", "S", "C", "N", "N", "C", "C", "C", "C", "C", "C", "N", "N", "C", "C", "C", "C", "C", "C", "H", "H", "H", "H", "H", "H", "H", "H", "H", "H", "H", "N", "C", "C", "C", "C", "C", "C", "H", "H", "H", "H", "H", "N", "C", "H"],
  "xyz": [[-1.28149, -0.55294, -0.01006], [0.77116, -1.58801, 2.07329], [0.90534, -0.06286, 1.41741], [1.31645, 1.09109, 2.20765], [1.53157, 0.79682, 3.39370], [2.04199, 1.68263, 4.36919], [2.35728, 2.99820, 4.04630], [2.84727, 3.81263, 5.04875], [3.01912, 3.31531, 6.33808], [2.70118, 1.99935, 6.63979], [2.20654, 1.16928, 5.64810], [0.71368, 0.38482, 0.14945], [0.57483, -0.66194, -0.71409], [1.15496, -0.66695, -1.97512], [0.66263, -1.55853, -2.92980], [1.25986, -1.63102, -4.17365], [2.34552, -0.81618, -4.48374], [2.82933, 0.07050, -3.52688], [2.24407, 0.14952, -2.27464], [1.35025, -0.22370, 3.62659], [2.22031, 3.36316, 3.03757], [3.10190, 4.83973, 4.82558], [3.40808, 3.96364, 7.11232], [2.83964, 1.61761, 7.64203], [1.95443, 0.13645, 5.85975], [-0.17593, -2.19510, -2.67161], [0.88236, -2.32906, -4.91037], [2.81066, -0.87468, -5.45842], [3.67412, 0.70642, -3.75875], [2.61258, 0.83684, -1.52475], [-2.43938, -1.76435, -0.85662], [-3.05211, -1.78811, -2.02801], [-3.88616, -2.90315, -2.32846], [-4.51202, -2.97224, -3.54872], [-4.30983, -1.95766, -4.49079], [-3.48494, -0.85798, -4.22257], [-2.86678, -0.76041, -3.00188], [-4.00332, -3.67283, -1.57662], [-5.14933, -3.81217, -3.78825], [-4.80179, -2.02640, -5.45312], [-3.34572, -0.09076, -4.97154], [-2.21926, 0.06997, -2.74846], [-3.64189, 0.94515, 1.35261], [-2.77684, 0.36005, 0.86920], [-4.39030, 1.45785, 1.76958]],
  "mulliken_charge": [0.48, -0.41, 0.38, -0.55, 0.72, 0.67, -0.26, -0.54, -0.45, -0.60, -0.43, -0.69, 0.14, 0.00, -0.14, -0.66, -0.52, -0.55, -0.30, 0.08, 0.43, 0.38, 0.39, 0.38, 0.39, 0.53, 0.38, 0.39, 0.36, 0.44, -0.65, 0.47, -0.17, -0.63, -0.19, -0.89, 0.19, 0.48, 0.39, 0.41, 0.41, 0.36, -0.25, 0.28, 0.31]
}


No. 4
{
  "formula": "C58H143N7O13P",
  "method": "the ωB97M-V functional and the def2-TZVPD basis",
  "gap_ev": 4.0483,
  "charge": 3,
  "energy_ha": -3997.10550,
  "symbols": ["P", "O", "O", "O", "O", "C", "C", "N", "C", "C", "C", "C", "C", "O", "C", "H", "H", "H", "H", "H", "H", "H", "H", "H", "H", "H", "H", "H", "H", "H", "H", "H", "H", "H", "H", "C", "C", "N", "C", "C", "C", "C", "C", "O", "C", "H", "H", "H", "H", "H", "H", "H", "H", "H", "H", "H", "H", "H", "H", "H", "H", "H", "H", "H", "H", "C", "C", "N", "C", "C", "C", "C", "C", "O", "C", "H", "H", "H", "H", "H", "H", "H", "H", "H", "H", "H", "H", "H", "H", "H", "H", "H", "H", "H", "H", "C", "C", "N", "C", "C", "C", "C", "C", "O", "C", "H", "H", "H", "H", "H", "H", "H", "H", "H", "H", "H", "H", "H", "H", "H", "H", "H", "H", "H", "H", "C", "C", "N", "C", "C", "C", "C", "C", "O", "C", "H", "H", "H", "H", "H", "H", "H", "H", "H", "H", "H", "H", "H", "H", "H", "H", "H", "H", "H", "H", "C", "C", "N", "C", "C", "C", "C", "C", "O", "C", "H", "H", "H", "H", "H", "H", "H", "H", "H", "H", "H", "H", "H", "H", "H", "H", "H", "H", "H", "H", "C", "C", "N", "C", "C", "C", "C", "C", "O", "C", "H", "H", "H", "H", "H", "H", "H", "H", "H", "H", "H", "H", "H", "H", "H", "H", "H", "H", "H", "H", "C", "C", "O", "O", "H", "H", "H"],
  "xyz": [[0.16144, -1.20810, 0.54801], [1.28459, -1.93153, -0.14704], [-1.00222, -2.16391, 1.00232], [-0.44956, 0.03783, -0.24767], [0.77964, -0.52539, 1.85419], [-0.16500, -8.02276, -0.66290], [0.00110, -6.64326, -1.36100], [-0.37439, -5.36596, -0.56997], [-1.91777, -5.26811, -0.09890], [0.58795, -5.15688, 0.65797], [1.93195, -5.86132, 0.53814], [-0.11911, -4.15190, -1.52000], [-0.62744, -4.23261, -3.02427], [0.35129, -4.86604, -3.83448], [0.14542, -4.63947, -5.21340], [-1.13481, -8.50773, -0.55164], [0.28088, -8.07902, 0.33014], [0.47131, -8.73614, -1.18662], [-0.76250, -6.66006, -2.13865], [0.98010, -6.42403, -1.78714], [-1.89553, -4.40151, 0.56186], [-2.30532, -6.13339, 0.43887], [-2.42975, -5.09049, -1.04464], [0.00761, -5.50495, 1.51246], [0.59537, -4.08846, 0.87365], [1.87202, -6.94750, 0.60678], [2.53114, -5.72128, 1.43784], [2.57087, -5.41729, -0.22523], [0.95132, -3.97396, -1.62304], [-0.72613, -3.41300, -0.99687], [-0.87290, -3.20933, -3.30843], [-1.58148, -4.75896, -2.99485], [1.06246, -4.40612, -5.75440], [-0.38967, -3.72457, -5.46783], [-0.23010, -5.50728, -5.75562], [-0.01062, 1.92079, -3.93260], [1.44134, 1.43101, -4.20749], [2.07141, 0.43555, -3.16392], [1.09185, -0.77063, -3.17391], [3.45116, -0.03123, -3.80081], [4.07792, -1.12339, -2.95158], [2.11235, 1.05985, -1.74970], [3.28729, 1.96973, -1.57378], [3.16637, 3.21881, -2.17653], [4.42262, 3.87326, -2.18910], [-0.58345, 0.99574, -3.99786], [-0.42677, 2.55682, -4.71387], [-0.18963, 2.43078, -2.98605], [2.10825, 2.29252, -4.24091], [1.49622, 0.95648, -5.18724], [1.44689, -1.66606, -2.66376], [0.81550, -0.95096, -4.21277], [0.17056, -0.46385, -2.67873], [4.01849, 0.88121, -3.98434], [3.26169, -0.46211, -4.78394], [5.11629, -1.18431, -3.27746], [3.67776, -2.12253, -3.12389], [3.95451, -1.03580, -1.87213], [2.23435, 0.20246, -1.08781], [1.11043, 1.41098, -1.50278], [4.31295, 1.61534, -1.67634], [3.47263, 2.12077, -0.51032], [5.19230, 3.21870, -2.59804], [4.81061, 4.06911, -1.18950], [4.39297, 4.74744, -2.83952], [5.81305, -3.56382, 0.26267], [5.99320, -2.73240, 1.48230], [4.75462, -1.85995, 1.89566], [3.56571, -2.82931, 2.11287], [5.09392, -1.31919, 3.32838], [4.17201, -0.18384, 3.76240], [4.41562, -0.74092, 0.92386], [5.60976, 0.15635, 0.59320], [6.42081, -0.41422, -0.48428], [7.79734, -0.03515, -0.38618], [6.67186, -4.06152, -0.18771], [5.51838, -2.96565, -0.59957], [5.06984, -4.34296, 0.43201], [6.88401, -2.10524, 1.44716], [5.88351, -3.32501, 2.39053], [3.63422, -3.56745, 2.91196], [3.06679, -3.19599, 1.21580], [2.75977, -2.21049, 2.50735], [6.11325, -0.93449, 3.29540], [4.95834, -2.09638, 4.08050], [4.42224, 0.76199, 3.28189], [4.27952, -0.07528, 4.84164], [3.11844, -0.40916, 3.59714], [3.43533, -0.31824, 1.14404], [4.08116, -1.36134, 0.09241], [6.06661, 0.38902, 1.55511], [5.36557, 1.13924, 0.19021], [8.23150, -0.36064, 0.55916], [8.04631, 0.98705, -0.67117], [8.25920, -0.71158, -1.10536], [-4.89744, 0.22224, 0.90603], [-3.76527, -0.10405, -0.05252], [-4.12157, -1.37883, -0.88890], [-4.10413, -2.67383, 0.01540], [-5.48679, -1.25033, -1.63627], [-5.68286, -2.29708, -2.80476], [-2.93366, -1.69022, -1.82861], [-2.60842, -0.76597, -2.92390], [-3.58493, -0.53841, -3.93991], [-3.79155, 0.84116, -4.16757], [-4.57685, 1.13390, 1.41022], [-5.08641, -0.49805, 1.70200], [-5.84786, 0.56159, 0.49414], [-2.74531, -0.16331, 0.32729], [-3.65280, 0.63492, -0.84586], [-3.32134, -2.71206, 0.77294], [-4.19405, -3.60778, -0.53935], [-5.01592, -2.64763, 0.61211], [-5.40407, -0.25652, -2.07629], [-6.23218, -1.18770, -0.84344], [-6.66826, -2.27187, -3.27000], [-5.64991, -3.26463, -2.30390], [-4.93257, -2.24907, -3.59397], [-3.12381, -2.62131, -2.36249], [-2.14668, -1.85945, -1.09368], [-1.87013, -1.33251, -3.49141], [-2.15911, 0.15280, -2.54698], [-2.92134, 1.35412, -4.57709], [-3.91163, 1.36501, -3.21927], [-4.66967, 0.94730, -4.80454], [0.56445, -4.33808, 4.62527], [-0.36672, -3.31856, 3.89571], [-1.37588, -2.58287, 4.84115], [-2.22830, -3.63373, 5.56132], [-0.69597, -1.88197, 5.98419], [0.46083, -0.98762, 5.49950], [-2.28289, -1.75731, 3.87848], [-3.14888, -0.70012, 4.56802], [-3.97434, -1.18766, 5.63401], [-4.60795, -0.11762, 6.33902], [1.41744, -3.93961, 5.17457], [1.03887, -4.89899, 3.82003], [0.11707, -5.13638, 5.21745], [-0.93716, -3.69208, 3.04531], [0.26635, -2.58503, 3.39645], [-2.62704, -4.23881, 4.74708], [-3.03761, -3.16168, 6.11835], [-1.65994, -4.32470, 6.18391], [-0.30733, -2.56851, 6.73634], [-1.48492, -1.35891, 6.52464], [1.32145, -1.53593, 5.11635], [0.92186, -0.45368, 6.33044], [0.19026, -0.16365, 4.83923], [-2.95415, -2.38791, 3.29550], [-1.57733, -1.31912, 3.17259], [-3.88117, -0.24888, 3.89852], [-2.69364, 0.16638, 5.04766], [-4.19050, 0.45325, 7.16844], [-5.30880, -0.61623, 7.00857], [-4.91073, 0.69653, 5.68054], [-6.12868, 7.36835, -3.24093], [-5.01009, 6.55991, -2.48773], [-3.56034, 7.18147, -2.47959], [-3.60093, 8.71378, -2.17498], [-2.70156, 6.44333, -1.37250], [-2.82959, 4.91335, -1.21390], [-2.92959, 7.00756, -3.91980], [-1.82716, 7.95528, -4.46285], [-0.74979, 7.87192, -3.59384], [0.27880, 8.75734, -3.98408], [-6.28333, 8.28862, -2.67764], [-7.17208, 7.05472, -3.20859], [-5.96017, 7.50917, -4.30857], [-5.03031, 5.49035, -2.69690], [-5.29984, 6.51685, -1.43784], [-3.77825, 9.14073, -3.16208], [-2.64067, 9.10035, -1.83356], [-4.35637, 8.73152, -1.38943], [-3.14836, 6.99895, -0.54803], [-1.68693, 6.83939, -1.41431], [-2.51101, 4.37912, -2.10900], [-3.80474, 4.46343, -1.02751], [-2.35198, 4.61708, -0.27998], [-3.76727, 7.02515, -4.61699], [-2.53817, 5.99070, -3.88996], [-2.24733, 8.95421, -4.57986], [-1.52811, 7.65146, -5.46603], [-0.14204, 9.74976, -4.14561], [0.65568, 8.38485, -4.93661], [1.10158, 8.81235, -3.27128], [2.28998, 2.95085, 4.51124], [1.22316, 2.13782, 3.89407], [0.37556, 2.82509, 2.72135], [0.28994, 4.35613, 3.10521], [1.11003, 2.72659, 1.33497], [0.47148, 3.69365, 0.23816], [-1.01242, 2.05074, 2.65847], [-2.08922, 2.45538, 3.70805], [-2.41019, 3.75450, 3.78541], [-3.13723, 4.18226, 2.67762], [1.93110, 3.92732, 4.83652], [3.07177, 3.11577, 3.76982], [2.56249, 2.30122, 5.34299], [0.42051, 1.81506, 4.55714], [1.65435, 1.24321, 3.44478], [1.22365, 4.90329, 2.97519], [-0.00731, 4.49889, 4.14413], [-0.45709, 4.88324, 2.51174], [1.00510, 1.70341, 0.97414], [2.19906, 2.77155, 1.34431], [-0.43058, 3.27693, -0.20987], [1.18644, 3.65432, -0.58367], [0.31923, 4.76296, 0.38480], [-0.73320, 0.99730, 2.67858], [-1.32659, 2.08695, 1.61535], [-1.66826, 2.45176, 4.71347], [-2.95378, 1.79433, 3.64759], [-3.24898, 5.22996, 2.95678], [-4.11766, 3.73063, 2.52628], [-2.42305, 4.15872, 1.85452], [4.35023, -5.83155, -2.67222], [5.81425, -6.10154, -2.87651], [6.57007, -5.14765, -2.67082], [6.09715, -7.22798, -3.30560], [3.71495, -5.94911, -3.55011], [4.17535, -4.82235, -2.29935], [3.97827, -6.45934, -1.86252]],
  "mulliken_charge": [0.12, -0.74, -0.42, 0.10, -0.60, -1.59, -0.44, 0.99, -0.54, 0.64, -1.97, 0.25, -0.34, -0.26, -0.80, 0.35, 0.29, 0.45, 0.51, 0.55, -0.02, 0.32, 0.33, 0.58, -0.55, 0.55, 0.41, 0.30, 0.80, -0.42, -0.47, 0.46, 0.30, 0.26, 0.32, -0.30, -1.19, 0.86, -0.31, -1.01, -0.31, 2.16, -2.21, -0.30, -0.97, -0.16, 0.69, -0.01, 0.52, 0.69, -0.26, 0.58, -0.39, 0.51, 0.61, 0.56, 0.40, -0.56, -1.00, -0.03, 1.19, 0.25, 0.32, 0.32, 0.33, -1.10, -0.76, 0.64, -0.63, -0.77, -0.45, 0.70, -1.77, -0.20, -0.99, 0.66, -0.02, 0.20, 0.50, 0.76, 0.61, -0.10, -0.12, 0.43, 0.55, 0.25, 0.55, -0.23, -0.10, -0.02, 0.58, 0.60, 0.36, 0.29, 0.33, -1.32, 0.98, 0.94, -0.56, -0.58, -1.29, -0.12, -0.66, -0.43, -0.60, 0.20, 0.31, 0.40, -0.76, -0.05, -0.42, 0.34, 0.61, 0.41, 0.54, 0.45, 0.39, 0.21, 1.05, -0.72, 0.32, 0.05, 0.18, 0.18, 0.37, -1.51, 0.70, 0.60, -1.08, -0.74, -0.85, 1.29, -1.26, -0.43, -0.83, 0.28, 0.34, 0.35, 0.06, -0.48, 0.38, 0.37, 0.41, 0.47, 0.61, 0.08, 0.74, -0.13, 0.04, -1.07, 0.71, 0.42, 0.31, 0.36, 0.31, -1.19, -0.62, 0.43, -1.00, -0.68, -0.14, -0.76, -0.71, -0.17, -0.84, 0.33, 0.43, 0.32, 0.37, 0.47, 0.40, 0.21, 0.51, 0.44, 0.33, 0.42, 0.43, -0.58, 0.40, 0.29, 0.41, 0.56, 0.34, 0.34, 0.25, -1.86, 0.30, 1.71, -1.38, -0.24, -0.78, 1.29, -1.45, -0.50, -0.20, 0.45, 0.30, 0.45, 0.27, -0.17, 0.41, 0.43, 0.22, -0.40, 0.66, -0.22, 0.16, 0.47, -0.87, 0.21, 0.20, 0.74, 0.32, 0.32, -0.24, 0.06, 0.15, -0.67, -0.74, 0.42, -0.27, 0.07]
}


No. 5
{
  "formula": "C3H9NO2",
  "method": "the ωB97M-V functional and the def2-TZVPD basis",
  "gap_ev": 10.0317,
  "relative_energy_kj_mol": 158.4,
  "smiles": "NC[C@@H](O)CO",
  "energy_ha": -324.91227,
  "symbols": ["N", "C", "C", "O", "C", "O", "H", "H", "H", "H", "H", "H", "H", "H", "H"],
  "xyz": [[2.29186, -0.22632, -0.05118], [0.91744, -0.68553, -0.22822], [-0.00358, 0.36257, 0.36788], [0.05448, 1.52465, -0.49835], [-1.42049, -0.09123, 0.50740], [-1.97124, -0.46772, -0.74713], [2.92433, -0.77550, -0.67677], [2.32318, 0.72504, -0.45321], [0.75777, -1.65704, 0.31632], [0.65694, -0.85673, -1.28933], [0.33839, 0.67768, 1.32761], [-0.47472, 2.22775, -0.14597], [-1.49490, -0.93461, 1.28463], [-1.93834, 0.75953, 0.96644], [-2.96110, -0.58254, -0.68014]],
  "mulliken_charge": [-0.68, -0.51, 0.12, -0.55, -0.54, -0.52, 0.24, 0.27, 0.30, 0.33, 0.30, 0.29, 0.30, 0.33, 0.31]
}